164
Properties=species:S:1:pos:R:3:forces:R:3:mulliken_charge:R:1 method="wB97M-V/def2-TZVPD" gap_ev=7.36 lumo_ev=-2.5 max_force_ev_per_a=2.81 charge=+1
C 5.0360 -2.6194 0.8478 -0.866 1.034 -1.259 -0.88
C 4.1055 -1.8065 0.1104 0.763 -1.651 0.214 -0.59
C 3.1266 -2.5415 -0.8927 2.127 0.711 -0.128 -0.79
C 2.4256 -1.6125 -2.0266 0.118 -2.428 0.359 0.81
S 2.9622 -2.4723 -3.6257 0.036 0.156 -0.547 -0.37
C 0.8617 -2.0012 -1.9989 1.315 -1.092 -1.242 -1.36
C 0.1454 -1.8640 -3.3895 -0.484 -0.047 -1.279 -1.67
O -1.2679 -1.6108 -3.3312 0.592 -1.021 0.895 -0.32
C -1.9498 -2.8997 -3.4204 -1.201 0.040 -0.072 -0.27
C -3.4378 -2.8242 -2.9135 -0.278 -0.625 -0.641 0.22
O -3.6039 -3.7406 -1.8069 1.018 0.982 -0.231 -0.39
C -3.0787 -3.1774 -0.6062 -1.746 -0.380 1.443 0.82
C -4.2449 -2.2898 0.0459 0.736 0.051 -0.865 -0.93
N 0.2049 -1.3245 -0.8565 -0.821 0.053 0.669 -0.05
C 0.9151 -0.1386 -0.2807 1.076 0.690 0.635 -0.75
B -0.1503 0.7366 0.5664 -0.644 1.689 1.274 0.49
O -1.4044 1.1906 0.0668 1.692 -2.238 -0.034 -0.50
C 0.2279 1.1815 2.0798 -0.359 0.759 -0.882 0.04
C -0.6981 2.3247 2.6569 0.453 -0.124 0.902 -1.20
C 1.7610 0.7150 -1.3580 -1.358 -1.455 1.762 0.63
C 0.6749 1.4020 -2.2538 -0.923 0.160 -0.794 0.14
B 1.0230 1.8416 -3.7544 0.376 1.204 -1.426 0.75
O 1.5156 1.0128 -4.7968 0.020 0.646 2.064 -0.72
O 0.8670 3.2379 -4.1152 0.840 -1.842 1.029 -0.50
O 2.4903 1.5499 -0.4580 -0.451 0.181 -1.261 -0.09
C 2.6089 2.9182 -0.7869 0.742 2.382 1.134 -0.26
C 1.5514 3.8913 -0.1024 0.104 0.871 -0.793 0.45
C 0.8443 4.8185 -1.1967 0.394 0.090 1.457 -1.04
N 2.7042 -0.2044 -1.9755 -0.257 0.212 -0.017 1.36
C 3.8287 0.3347 -2.7038 1.209 0.728 -1.529 -0.35
C 5.2525 -0.2737 -2.4532 0.420 -0.599 -0.612 -0.42
N 5.9337 -0.8174 -3.4004 -0.906 0.936 1.044 -0.70
H 4.8846 -2.8215 1.9324 1.294 1.474 -0.505 -0.01
H 5.9002 -3.1157 0.3312 -1.853 -0.849 0.236 0.34
H 4.0630 -0.6961 0.2322 -1.271 -1.098 1.006 0.94
H 2.3708 -3.0688 -0.2336 0.645 0.702 -0.591 0.46
H 3.7253 -3.3913 -1.3688 -1.035 1.266 0.581 0.31
H 4.1835 -3.0578 -3.3817 -0.772 0.701 0.453 0.30
H 0.8693 -3.1049 -1.7729 -0.122 1.176 -0.090 0.74
H 0.2528 -2.8539 -3.9086 0.326 0.919 0.527 0.62
H 0.5895 -1.1134 -4.0895 -0.135 -0.300 0.972 0.39
H -1.9621 -3.2254 -4.4935 0.299 0.308 0.892 0.40
H -1.4409 -3.6884 -2.7959 -0.351 0.765 -0.627 0.40
H -3.7688 -1.7853 -2.6551 0.493 -0.653 -0.061 0.02
H -4.1798 -3.2076 -3.6928 1.705 0.935 1.154 -0.43
H -2.8801 -4.0208 0.1140 0.050 0.681 -0.937 0.43
H -2.1307 -2.5929 -0.7544 -0.758 -0.482 -0.092 -0.70
H -3.9909 -1.2179 -0.1588 -0.543 -0.684 0.569 0.26
H -5.1951 -2.5324 -0.5034 0.940 0.198 0.543 0.21
H -4.3987 -2.5136 1.1252 0.296 0.396 -0.737 0.22
H 0.1270 -2.0157 -0.0955 0.045 0.293 -0.310 0.82
H -0.7793 -1.0349 -1.0225 0.384 -0.291 -0.773 0.83
H 1.6437 -0.5360 0.4856 -0.515 0.353 -0.962 -0.42
H -2.0560 0.9396 0.7416 -0.172 0.812 -0.038 0.10
H 1.2645 1.6278 1.9837 -0.764 -0.867 0.342 0.33
H 0.2411 0.3078 2.7762 0.287 0.605 -0.441 0.26
H -0.5179 3.3331 2.2000 -0.192 -1.016 0.150 0.20
H -1.7927 2.1047 2.6011 0.850 0.130 0.046 0.22
H -0.4242 2.4413 3.7456 -0.497 -0.044 -1.031 0.37
H 0.2080 2.3116 -1.7754 0.705 -1.055 -0.192 -0.87
H -0.2015 0.6862 -2.3523 0.922 0.575 0.098 -0.18
H 2.1995 1.5329 -5.2451 -0.496 -0.239 -0.576 0.30
H 1.7681 3.5551 -4.2782 -0.393 0.443 -0.360 0.25
H 2.6623 3.2017 -1.8697 -0.262 -0.891 0.614 0.00
H 3.6067 3.2547 -0.3719 -0.891 -0.676 -0.473 0.37
H 2.0949 4.6229 0.5623 -0.363 -0.989 -0.518 0.55
H 0.8174 3.3707 0.5578 0.545 0.214 -0.733 -0.84
H 0.5732 5.7735 -0.6698 -0.052 -0.951 -0.648 0.53
H 1.6094 5.1101 -1.9630 -0.898 -0.388 0.433 0.14
H -0.0720 4.3536 -1.6282 0.840 0.501 0.049 0.22
H 3.6502 0.2317 -3.8180 0.269 -0.117 1.070 0.47
H 3.9622 1.4495 -2.5804 -0.528 -1.102 0.445 0.12
H 5.7656 -0.2435 -1.4550 -0.871 0.124 -0.765 0.46
H 5.3852 -0.7703 -4.2689 0.128 -0.189 0.111 0.36
C -1.7610 -6.6850 -5.1755 -0.087 -0.149 0.187 -0.25
Cl -3.1568 -5.7106 -4.6612 0.637 -0.767 0.587 0.03
Cl -0.2267 -5.9045 -4.7712 -0.610 0.397 0.061 -0.02
Cl -1.8375 -8.2912 -4.4476 -0.003 0.161 -0.090 -0.10
H -1.8086 -6.7954 -6.2534 -0.003 0.059 0.081 0.30
C 3.3287 -0.6283 4.5557 0.166 -0.095 0.091 -0.15
Cl 4.3789 -1.7935 5.3678 -0.226 0.341 -0.206 -0.05
Cl 3.4205 -0.8438 2.7947 -0.328 0.273 0.351 -0.06
Cl 1.6688 -0.7917 5.1385 0.032 0.029 -0.094 -0.13
H 3.6765 0.3718 4.7958 -0.054 -0.099 -0.062 0.33
C 5.4789 -3.3122 8.9657 -0.023 -0.096 0.082 -0.05
Cl 4.0484 -2.3683 9.3978 0.116 -0.008 -0.123 -0.11
Cl 5.7340 -4.6370 10.1102 0.136 0.049 -0.437 -0.03
Cl 5.3285 -3.9381 7.3179 0.182 -0.229 0.218 -0.13
H 6.3436 -2.6575 9.0037 -0.096 -0.076 -0.012 0.31
C 4.9479 -6.5324 1.0043 0.184 -0.046 0.104 -0.14
Cl 4.2412 -5.4891 -0.2388 -0.083 -0.550 0.069 0.04
Cl 6.7066 -6.5791 0.8471 -0.170 -0.001 -0.014 -0.11
Cl 4.4807 -5.9769 2.6166 -0.022 -0.025 -0.112 -0.10
H 4.5650 -7.5382 0.8647 0.026 0.120 0.016 0.39
C 7.1238 -7.8542 12.4959 0.104 -0.039 0.138 0.41
Cl 8.8014 -8.3738 12.2967 -0.108 0.065 -0.037 -0.13
Cl 6.0162 -9.1994 12.1937 0.033 0.087 -0.023 -0.11
Cl 6.8652 -7.1853 14.1109 0.366 -0.152 0.011 -0.09
H 6.9200 -7.0750 11.7679 0.013 -0.085 0.073 -0.08
C -2.8585 -3.2141 5.0329 0.077 -0.125 -0.048 -0.04
Cl -3.0686 -1.7235 4.1013 -0.028 0.004 0.025 -0.07
Cl -3.4793 -4.6037 4.1344 0.019 0.126 0.066 -0.12
Cl -1.1577 -3.4473 5.4466 -0.077 0.030 0.003 -0.09
H -3.4248 -3.1219 5.9542 0.049 0.014 -0.115 0.33
C 1.9753 -8.5021 -6.7339 0.134 -0.133 0.152 -0.02
Cl 0.4070 -8.0876 -7.4367 0.079 0.006 -0.078 -0.10
Cl 2.2736 -7.6128 -5.2291 0.414 -0.386 -0.292 -0.08
Cl 2.0843 -10.2423 -6.4555 -0.003 0.158 -0.032 -0.11
H 2.7440 -8.2237 -7.4475 -0.096 -0.008 0.082 0.33
C 3.1849 -4.8977 12.9237 0.046 0.047 0.041 0.02
Cl 4.1328 -6.3832 12.7706 -0.470 0.169 -0.130 -0.05
Cl 2.4138 -4.8147 14.5118 0.018 -0.029 -0.134 -0.12
Cl 4.2044 -3.4795 12.6508 -0.274 0.033 0.423 -0.12
H 2.4069 -4.9090 12.1669 0.090 0.014 0.081 0.29
C -1.0444 8.4047 -2.3720 0.048 -0.191 0.094 0.00
Cl 0.6671 7.9784 -2.3936 -0.137 0.363 0.122 -0.10
Cl -2.0160 6.9575 -2.6683 0.009 0.060 0.046 0.04
Cl -1.4801 9.1537 -0.8293 -0.006 -0.023 -0.067 -0.14
H -1.2369 9.1192 -3.1650 0.041 -0.079 0.072 0.22
C -4.9751 8.6812 0.6317 -0.100 0.059 0.021 0.16
Cl -5.6741 7.3227 -0.2552 0.083 0.066 0.104 -0.01
Cl -6.2141 9.8820 1.0163 0.116 -0.065 -0.043 -0.13
Cl -4.1794 8.1070 2.1034 -0.053 0.067 -0.206 -0.03
H -4.2276 9.1518 0.0009 -0.079 -0.069 0.054 0.04
C -5.4392 6.2895 -4.5570 -0.106 0.208 -0.005 0.47
Cl -5.2515 7.8566 -3.7599 -0.078 -0.087 -0.132 -0.11
Cl -6.9301 5.4959 -4.0379 0.069 0.338 -0.021 -0.10
Cl -5.4162 6.4817 -6.3140 0.039 -0.079 0.110 -0.13
H -4.6030 5.6596 -4.2713 -0.078 0.086 -0.019 -0.17
C -7.4550 -3.5439 -4.2251 -0.183 -0.126 0.138 0.17
Cl -5.8741 -4.3388 -4.2481 -1.315 -0.392 0.148 0.02
Cl -8.7463 -4.7208 -4.4826 0.130 0.127 -0.020 -0.13
Cl -7.6927 -2.6799 -2.7002 0.057 0.024 -0.086 -0.10
H -7.4841 -2.8224 -5.0342 0.052 -0.060 0.082 0.03
C -1.5243 7.2427 4.8664 0.007 -0.078 0.143 0.00
Cl -0.2702 6.6649 3.7599 -0.040 0.054 -0.006 -0.10
Cl -3.0544 6.4128 4.5574 0.131 -0.014 0.129 -0.14
Cl -1.0222 7.0193 6.5453 -0.049 0.059 -0.152 -0.06
H -1.6706 8.3040 4.6913 0.014 -0.120 -0.011 0.30
C -4.9201 -3.3370 -8.0953 0.122 -0.073 -0.052 -0.07
Cl -4.1001 -4.1232 -6.7367 0.002 0.507 -1.216 0.01
Cl -5.1485 -4.4768 -9.4250 0.034 0.118 0.111 -0.13
Cl -6.4735 -2.6593 -7.5855 0.039 0.050 -0.032 -0.13
H -4.2947 -2.5229 -8.4480 -0.112 -0.064 0.028 0.30
C -5.6015 3.1628 0.2947 -0.137 0.051 -0.092 -0.27
Cl -6.4151 1.5953 0.3756 0.069 0.080 0.021 -0.12
Cl -3.8438 2.9550 0.3413 -0.083 0.090 -0.009 0.02
Cl -6.0837 4.0404 -1.1610 0.057 -0.164 0.125 0.06
H -5.8987 3.7471 1.1599 0.054 -0.058 -0.083 0.34
C 2.0590 6.5039 9.2278 0.007 -0.082 0.087 0.04
Cl 3.0932 5.9018 10.5281 -0.060 0.080 -0.101 -0.12
Cl 2.1020 5.4076 7.8406 0.017 0.080 0.038 -0.10
Cl 0.4001 6.7195 9.8010 0.097 0.020 -0.053 -0.12
H 2.4380 7.4700 8.9104 -0.050 -0.110 0.025 0.30
C -5.9416 1.7893 -5.0730 -0.194 0.097 0.105 -0.20
Cl -7.5625 2.2641 -4.5539 0.132 -0.255 -0.101 -0.11
Cl -4.7469 3.0019 -4.5891 0.136 -0.303 -0.092 -0.05
Cl -5.5166 0.2046 -4.4122 0.014 -0.001 -0.046 0.02
H -5.9369 1.7199 -6.1559 0.022 0.015 0.117 0.35
C 1.6485 9.0048 -6.0436 0.144 0.063 0.115 -0.07
Cl 0.0459 9.5950 -5.5826 0.021 -0.020 -0.135 -0.10
Cl 2.8991 10.1491 -5.5472 -0.114 -0.106 -0.060 -0.11
Cl 1.9559 7.4063 -5.3493 0.058 0.005 -0.322 -0.05
H 1.6770 8.9163 -7.1247 -0.031 0.002 0.123 0.35